DFT (ωB97M-V/def2-TZVPD) results for one molecule with the formula C4H5NO.

CARTESIAN COORDINATES (ANGSTROEM)
O -1.491 -1.720 -0.619
C -0.541 -1.106 -0.281
N -1.089 0.581 0.064
C -0.539 1.730 0.153
C 1.675 -0.204 0.097
C 0.852 -1.289 -0.058
H -2.106 0.573 0.156
H 0.551 1.734 0.067
H -1.144 2.631 0.329
H 2.712 -0.574 0.190
H 1.122 -2.355 -0.098

Atoms 1-2, force components in eV/Å:
0.623 0.588 0.374
-0.688 -0.077 -0.169

Its total energy is -7762.0313 eV. Its gap between HOMO and LUMO is 7.475 eV. Its total charge is 0. For the HOMO energy, the calculation gives -7.66 eV. The value obtained for the energy relative to the best compared isomer or geometry (same formula, charge and spin) is 103.7 kcal/mol.


DFT (ωB97M-V/def2-TZVPD) results for one molecule with the formula H3PS2.

CARTESIAN COORDINATES (ANGSTROEM)
S 0.495 -1.341 1.155
P 0.627 0.781 0.345
S -1.204 0.814 -0.853
H 0.778 -1.913 -0.020
H -0.052 1.294 1.419
H -0.643 0.366 -2.046

Atoms 1-2, force components in eV/Å:
0.083 1.359 -0.177
-0.479 -2.034 -1.163

Its total energy is -31007.9204 eV. Its gap between HOMO and LUMO is 9.542 eV. Its total charge is 0. Its structure (SMILES) is SPS. For the HOMO energy, the calculation gives -9.19 eV. The value obtained for the energy relative to the best compared isomer or geometry (same formula, charge and spin) is 3.6 kcal/mol.


DFT (ωB97M-V/def2-TZVPD) results for a 7-piece molecular cluster, C45H39N2O26 overall.

CARTESIAN COORDINATES (ANGSTROEM)
C 4.963 -4.817 0.421
C 5.424 -3.901 -0.806
O 6.715 -3.363 -0.457
C 6.703 -1.968 -0.355
O 7.041 -1.320 -1.312
C 6.231 -1.210 0.960
C 4.890 -0.450 0.569
C 3.743 -0.561 1.694
N 2.517 -1.036 0.974
C 1.685 -0.199 0.190
C 0.706 -1.188 -0.268
N 1.004 -2.470 0.201
C 2.140 -2.337 0.988
H 4.117 -5.505 0.164
H 5.866 -5.396 0.773
H 4.670 -4.103 1.246
H 5.445 -4.571 -1.729
H 4.626 -3.132 -0.998
H 6.137 -1.910 1.829
H 7.019 -0.419 1.124
H 4.502 -0.930 -0.378
H 5.030 0.641 0.343
H 4.007 -1.276 2.513
H 3.565 0.450 2.160
H 1.751 0.887 -0.025
H -0.151 -0.980 -0.941
H 0.528 -3.359 0.034
H 2.667 -3.164 1.512
C 3.803 -5.453 -5.319
C 3.833 -6.364 -6.297
C 5.079 -7.126 -6.616
O 5.058 -7.959 -7.500
C 6.284 -6.827 -5.842
C 6.254 -5.913 -4.867
C 5.000 -5.172 -4.531
O 5.011 -4.358 -3.619
O 7.354 -5.620 -4.143
O 2.744 -6.637 -7.036
H 2.908 -4.897 -5.077
H 7.183 -7.371 -6.093
H 7.077 -4.934 -3.507
H 3.023 -7.327 -7.670
C -1.390 3.524 -1.720
C -1.314 4.860 -1.679
C -0.804 5.573 -0.469
O -0.732 6.786 -0.474
C -0.412 4.765 0.688
C -0.491 3.435 0.646
C -0.975 2.723 -0.573
O -1.013 1.497 -0.574
O -0.137 2.669 1.706
O -1.692 5.617 -2.722
H -1.755 2.994 -2.589
H -0.061 5.293 1.564
H -0.287 1.748 1.423
H -1.540 6.542 -2.444
C -4.220 -1.700 -2.307
C -3.326 -0.729 -2.485
C -3.702 0.579 -3.093
O -2.850 1.443 -3.218
C -5.086 0.765 -3.520
C -5.986 -0.209 -3.346
C -5.614 -1.510 -2.712
O -6.464 -2.365 -2.553
O -7.267 -0.061 -3.734
O -2.035 -0.886 -2.117
H -3.955 -2.651 -1.864
H -5.342 1.712 -3.975
H -7.711 -0.898 -3.499
H -1.597 -0.041 -2.345
C -6.703 5.342 1.453
C -6.750 4.473 0.438
C -5.546 3.690 0.025
O -5.634 2.894 -0.893
C -4.297 3.922 0.749
C -4.248 4.793 1.762
C -5.459 5.556 2.192
O -5.376 6.325 3.130
O -3.105 5.021 2.438
O -7.885 4.263 -0.258
H -7.568 5.913 1.762
H -3.429 3.362 0.429
H -3.332 5.686 3.119
H -7.659 3.594 -0.932
C 3.038 6.828 4.276
C 1.739 6.914 3.975
C 0.690 6.346 4.880
O -0.486 6.458 4.585
C 1.130 5.665 6.097
C 2.430 5.577 6.395
C 3.475 6.167 5.506
O 4.646 6.079 5.823
O 2.856 4.952 7.509
O 1.323 7.521 2.841
H 3.806 7.235 3.633
H 0.364 5.244 6.734
H 3.830 5.027 7.495
H 0.349 7.458 2.850
C -4.649 -3.266 2.865
C -3.836 -2.932 1.861
C -3.326 -3.952 0.896
O -2.598 -3.596 -0.019
C -3.720 -5.343 1.094
C -4.533 -5.682 2.101
C -5.065 -4.657 3.052
O -5.815 -5.003 3.942
O -4.907 -6.956 2.303
O -3.437 -1.654 1.670
H -5.027 -2.536 3.569
H -3.330 -6.073 0.398
H -5.491 -6.937 3.087
H -2.860 -1.676 0.882

Atoms 1-2, force components in eV/Å:
0.585 1.031 -0.234
-1.382 -2.315 0.714

Its total energy is -103501.8071 eV. Its gap between HOMO and LUMO is 7.586 eV. Its total charge is +1. For the HOMO energy, the calculation gives -11.38 eV.


DFT (ωB97M-V/def2-TZVPD) results for a 5-piece molecular cluster, C2H14O4S overall.

CARTESIAN COORDINATES (ANGSTROEM)
C -2.585 -0.870 2.591
C -1.261 -0.445 1.969
S -0.367 -1.986 1.307
H -3.304 -0.072 2.318
H -2.443 -0.953 3.668
H -2.927 -1.834 2.252
H -1.268 0.130 1.031
H -0.660 0.116 2.675
H 0.572 -2.434 2.160
O 2.043 5.247 -0.206
H 1.808 4.319 -0.188
H 2.603 5.311 0.570
O -0.439 -0.145 -3.221
H -0.981 -0.417 -2.489
H 0.337 0.205 -2.784
O 1.568 0.546 0.064
H 0.830 -0.079 0.079
H 1.799 0.465 0.991
O 1.977 -2.440 -4.341
H 1.187 -2.975 -4.507
H 1.509 -1.689 -3.939

Atoms 1-2, force components in eV/Å:
0.014 1.253 -0.278
1.067 -1.429 -0.402

Its total energy is -21325.6371 eV. Its gap between HOMO and LUMO is 9.986 eV. Its total charge is 0. Its structure (SMILES) is CCS.O.O.O.O. For the HOMO energy, the calculation gives -9.82 eV. The value obtained for the energy relative to the best compared isomer or geometry (same formula, charge and spin) is 31.7 kcal/mol.


DFT (ωB97M-V/def2-TZVPD) results for C5H10N2O2 as an isolated structure.

CARTESIAN COORDINATES (ANGSTROEM)
C 0.080 -0.874 0.019
C -1.085 0.140 0.148
C 0.160 -1.867 1.150
C -0.845 1.597 0.514
C 1.623 0.099 -0.284
N 1.428 0.785 -1.370
N -1.586 -0.212 -1.133
O -1.123 0.500 -2.125
O 2.458 -0.124 0.538
H 0.212 -1.362 -0.943
H -1.785 -0.309 0.860
H 2.230 1.362 -1.610
H 0.056 0.741 -1.925
H 0.165 -1.356 2.116
H -0.684 -2.561 1.126
H 1.080 -2.446 1.067
H -0.277 1.646 1.438
H -0.297 2.154 -0.237
H -1.809 2.087 0.651

Atoms 1-2, force components in eV/Å:
2.571 0.999 -0.159
-0.273 -0.122 -0.351

Its total energy is -12417.7763 eV. Its gap between HOMO and LUMO (alpha / beta) is 7.412 / 7.411 eV. Its total charge is 0. For the HOMO energy (alpha / beta), the calculation gives -8.88 / -8.88 eV. The value obtained for the energy relative to the best compared isomer or geometry (same formula, charge and spin) is 131.4 kcal/mol.


DFT (ωB97M-V/def2-TZVPD) results for C3H7NS3 as an isolated structure.

CARTESIAN COORDINATES (ANGSTROEM)
C -1.797 -1.181 -0.269
C 0.517 0.330 0.697
C 1.833 -0.291 0.011
H -2.429 -0.276 -0.607
H -1.316 -1.773 -1.057
H -2.708 -1.780 0.180
H 2.353 -0.674 0.854
H 2.257 0.763 -0.257
H 2.153 -0.233 -2.688
H -0.927 3.356 0.970
N 0.325 1.514 0.782
S -0.850 -0.610 1.334
S 1.736 -1.213 -1.388
S -1.147 2.067 1.438

Atoms 1-2, force components in eV/Å:
-3.205 0.852 1.989
0.088 -5.542 -1.471

Its total energy is -37216.6310 eV. Its gap between HOMO and LUMO is 8.821 eV. Its total charge is 0. For the HOMO energy, the calculation gives -8.87 eV. The value obtained for the energy relative to the best compared isomer or geometry (same formula, charge and spin) is 82.9 kcal/mol.